Computed, not measured: a 2-piece molecular cluster, C6H17BNO2 overall, with ωB97M-V/def2-TZVPD.

Frontier orbital gap (eV): 7.84
Net charge: -1

Structure (XYZ):
```
27
Properties=species:S:1:pos:R:3:forces:R:3
O 0.883222 -0.498853 3.248199 -0.216 -0.157 -0.391
O 2.664706 -1.345338 2.491144 -0.286 0.508 0.077
N 1.648544 -1.422960 3.330028 0.477 0.010 0.406
C -1.875094 -0.198256 -1.717146 0.010 -0.042 0.012
C 0.043653 0.267043 -0.055223 0.054 -0.051 0.029
C -1.343545 -0.327933 -0.287594 -0.014 0.035 -0.008
C -1.956789 1.233594 -2.243317 -0.074 0.001 -0.026
C 1.140392 -0.399938 -0.878367 -0.037 0.089 -0.061
C -2.902178 2.123435 -1.441941 0.058 0.024 -0.031
B 4.053050 -1.579954 3.158197 0.354 -0.429 0.021
H 4.441329 -0.517049 3.639972 -0.156 -0.041 -0.045
H -1.318942 -1.389450 -0.022822 0.012 -0.002 0.013
H 0.294975 0.163053 1.000819 0.018 0.022 0.011
H -0.959889 1.681169 -2.258679 0.014 -0.017 0.009
H -2.579781 2.216681 -0.404480 -0.006 -0.010 0.009
H 0.973413 -0.285937 -1.953677 -0.004 -0.015 0.000
H -2.294212 1.204055 -3.283998 0.019 0.014 -0.010
H 4.809101 -1.938706 2.262734 -0.126 0.035 0.007
H -2.873057 -0.649234 -1.763847 -0.011 0.015 -0.009
H -1.248707 -0.787081 -2.393104 0.015 0.005 0.007
H 0.031198 1.342747 -0.261466 -0.025 0.001 -0.010
H -2.946473 3.129627 -1.862935 -0.015 0.003 -0.004
H -2.049159 0.135720 0.407960 -0.011 -0.011 0.000
H -3.915823 1.715169 -1.444501 0.000 -0.013 0.030
H 2.112452 0.033347 -0.645095 0.017 -0.041 0.041
H 3.970710 -2.438714 4.031392 -0.077 0.071 -0.083
H 1.196906 -1.466237 -0.652253 0.011 -0.005 0.006
```
Forces are in eV/Å.

=====

Computed, not measured: one molecule with the formula C8H7BrClNO2S, with ωB97M-V/def2-TZVPD.

SMILES: C=C[C@]1(Br)C=CC(Cl)=C([N+](=O)[O-])[C@@H]1S
Frontier orbital gap (eV): 7.65

Structure (XYZ):
```
21
Properties=species:S:1:pos:R:3:forces:R:3
Br 1.680832 1.231005 -1.796129 -0.689 -0.225 0.451
Cl -2.184342 -2.334477 -2.037364 -0.246 0.021 -0.246
S 0.132633 -0.850711 1.991806 1.535 -0.376 0.273
O 1.588174 -3.160401 0.089272 0.142 -0.104 0.208
O -0.026463 -3.794155 -1.226150 0.958 0.612 0.981
N 0.585722 -2.947988 -0.556240 -0.261 -1.438 -1.284
C 0.436282 0.824390 -0.071291 3.893 1.069 -0.057
C 0.083987 -1.619029 -0.596531 -1.966 0.804 -1.058
C 1.016592 1.813547 0.906467 -0.882 -0.699 0.185
C -0.910765 1.046895 -0.413931 -1.043 2.039 -2.050
C 0.466632 2.980491 1.171092 -0.421 -0.337 0.434
C -1.566616 0.042503 -0.950640 0.165 -1.657 -0.117
C -1.121932 -1.324595 -1.212673 2.817 0.585 2.137
C 0.782451 -0.595992 0.246438 0.064 -1.189 0.921
H 1.858935 -0.867055 0.313161 -0.729 0.667 -0.178
H 0.826347 3.523668 2.021915 0.140 0.510 0.045
H -1.064533 -0.846207 1.519568 -1.658 0.029 -0.114
H -1.286329 2.109277 -0.581799 0.272 -1.721 0.844
H -2.556800 0.088803 -1.140504 -3.150 0.931 -1.036
H -0.475445 3.260451 0.729095 0.185 0.523 -0.191
H 1.734640 1.419580 1.594438 0.874 -0.044 -0.149
```
Forces are in eV/Å.

=====

Computed, not measured: a 2-piece molecular cluster, C5H5NO overall, with ωB97M-V/def2-TZVPD.

Frontier orbital gap (eV): 8.94

Structure (XYZ):
```
12
Properties=species:S:1:pos:R:3:forces:R:3
O 0.098214 -2.468221 1.187347 -0.507 0.909 0.207
N 2.465712 0.445685 1.092677 -0.786 -0.066 -0.770
C -0.464733 -1.481786 1.432742 0.496 -0.910 -0.151
C -0.641187 1.131421 -0.500310 -0.096 0.177 -0.023
C 1.653446 0.379289 0.269116 0.651 0.055 0.685
C -0.703525 -0.349514 -0.299932 -0.067 0.030 -0.193
C 0.595525 0.292605 -0.718660 0.163 -0.020 -0.066
H -0.640970 1.790222 0.367751 0.016 -0.125 -0.125
H -1.000788 -0.516831 1.343659 0.050 -0.030 -0.029
H -1.212035 -0.950158 -1.052360 0.059 0.041 0.135
H 0.952049 0.160473 -1.737148 -0.064 0.013 0.174
H -1.101709 1.566813 -1.384883 0.086 -0.073 0.156
```
Forces are in eV/Å.

=====

Computed, not measured: a 12-piece molecular cluster, C28H46BrFN13O2P overall, with ωB97M-V/def2-TZVPD.

Frontier orbital gap (eV): 8.90

Structure (XYZ):
```
92
Properties=species:S:1:pos:R:3:forces:R:3
Br 0.590032 -4.120348 1.658510 0.903 0.902 -0.640
P 6.193337 -0.811532 1.520107 -2.726 -2.330 -0.084
F 0.794940 -0.242456 0.367344 2.554 -0.287 0.703
O 4.042662 0.741050 2.099761 -0.236 0.127 -2.258
O 2.177329 -1.706401 1.673510 -0.554 1.285 -3.329
N 2.269694 -4.259576 -9.336882 4.182 -1.740 5.265
N 5.246694 -2.133309 1.476113 1.451 1.072 0.983
N -4.324395 -0.665608 1.017698 -4.332 2.886 -4.684
N -3.030965 -1.772231 -2.841101 3.119 0.414 6.032
N -0.707213 -1.824435 6.523168 -2.263 -4.854 -4.252
N 0.803097 1.509196 5.605473 10.930 -2.207 15.940
N -0.347394 -4.730000 -6.129883 1.352 5.863 -3.383
N -0.144908 5.137962 -1.344366 0.503 1.942 6.533
N 2.931227 -4.333826 -1.364172 -4.120 -0.613 -5.800
N -1.924814 7.511841 3.449824 -4.083 2.746 -4.916
N 1.147035 4.177562 4.332963 -3.545 -5.700 -0.422
N -9.007292 2.115703 -1.444749 -3.542 -5.950 -0.363
N 3.754904 1.153376 -4.237479 -2.416 2.715 5.883
C -2.469800 -1.703959 -1.764829 -2.487 -0.298 -4.615
C -9.633967 1.076922 -1.510851 2.752 4.626 0.281
C 0.512741 3.140140 4.289486 2.482 4.944 -0.662
C 0.160528 -2.410438 -7.466778 -0.263 -0.875 0.462
C -0.276939 1.850354 4.235090 -3.684 1.311 -5.988
C -2.636715 7.988895 2.588397 3.111 -2.073 3.860
C -0.120696 -3.695678 -6.726115 -1.018 -4.555 2.551
C -1.113926 -2.684747 5.768601 1.801 3.817 3.317
C 5.058778 0.688420 1.054698 1.378 0.261 -0.264
C 0.038762 5.928854 1.257649 -0.060 -0.395 -1.116
C 3.329818 1.637233 -3.207364 1.897 -2.155 -4.581
C -5.935631 0.442717 -0.879675 0.630 -0.496 0.764
C -1.619843 -3.751184 4.827755 0.322 0.776 0.675
C -1.772705 -1.618977 -0.428303 -0.351 -0.044 -1.075
C 1.253009 -4.479997 -3.507358 0.732 0.051 0.954
C 2.423963 0.832431 7.701537 -0.634 0.106 -0.878
C 2.182840 -4.399221 -2.319870 3.341 0.235 4.175
C -10.412791 -0.214171 -1.592986 0.546 0.938 0.060
C -0.063019 5.490631 -0.184075 -0.326 -1.548 -5.115
C 1.529523 1.210103 6.545071 -2.795 0.905 -3.595
C 2.024673 -2.931606 0.855031 1.646 0.258 0.242
C -3.521420 8.581387 1.517661 0.639 -0.423 0.775
C 2.801600 2.238051 -1.926566 0.368 -0.411 -1.010
C 3.904676 -4.953063 -7.270520 -0.667 0.263 -0.819
C 2.197562 -0.531629 0.782053 -0.355 -0.181 0.685
C 2.998805 -4.568532 -8.415657 -3.236 1.345 -4.097
C 2.691197 0.828557 1.559749 -1.270 -0.650 0.855
C -5.042870 -0.171010 0.171869 3.151 -2.193 3.707
H -1.634179 -2.621263 -0.015924 -0.057 0.083 -0.121
H -3.179948 9.588631 1.268244 0.020 -0.159 0.100
H 2.777790 -0.731782 -0.206151 -1.079 0.126 1.775
H 5.221954 -2.565927 2.425747 -0.070 0.425 -1.090
H 2.681024 1.723550 8.278801 -0.109 -0.037 -0.184
H -3.485427 7.960502 0.619488 0.053 0.027 0.163
H -0.774143 -1.877585 -7.656240 0.070 -0.147 0.136
H -9.726505 -1.064078 -1.583173 -0.027 0.175 0.000
H 3.342047 0.373025 7.327618 -0.157 0.063 -0.031
H -4.552814 8.633001 1.873838 0.181 -0.052 0.029
H 0.470081 6.930982 1.312667 -0.080 -0.142 -0.077
H 2.535196 1.774373 0.902145 0.365 -1.784 0.927
H -5.899354 -0.154915 -1.793540 0.130 0.011 0.166
H 3.526302 2.948529 -1.521961 -0.045 -0.091 -0.133
H -6.965806 0.478853 -0.518432 0.208 0.037 0.039
H 5.758247 1.612427 1.020603 -1.515 -1.031 0.203
H -10.996485 -0.238411 -2.516047 0.128 0.088 0.112
H 1.909833 0.121777 8.352967 -0.028 0.077 -0.180
H -0.953454 5.943140 1.713517 0.193 -0.045 -0.098
H 1.975023 0.939767 2.482244 1.473 -0.239 -1.733
H 6.702862 -0.610118 2.848039 0.171 0.550 -0.849
H 1.616512 -3.833605 -4.309134 -0.013 -0.092 0.188
H 0.250143 -4.157886 -3.217627 0.150 -0.045 -0.021
H 1.204673 -5.507956 -3.873297 0.014 0.166 0.091
H 0.397934 0.993117 4.257029 -1.487 -0.257 -2.779
H 4.825449 -5.395822 -7.657096 -0.167 0.086 -0.031
H 1.861386 2.760014 -2.119980 0.107 -0.065 -0.022
H -0.796286 -1.145436 -0.547196 -0.238 -0.152 -0.126
H -0.861972 1.816705 3.302883 -0.580 0.713 -0.552
H 0.818677 -1.773825 -6.870743 -0.099 -0.134 0.002
H 0.645451 -2.629418 -8.420847 -0.063 -0.126 0.185
H -2.372816 -1.027638 0.267444 0.116 -0.178 -0.250
H -1.367376 -4.740730 5.215645 0.022 0.188 0.022
H -2.704874 -3.674870 4.726128 0.153 0.083 0.087
H 3.032853 -3.529943 0.930881 -2.252 1.229 -0.158
H -1.160873 -3.624172 3.844936 0.002 0.079 0.181
H 3.402939 -5.679434 -6.627004 -0.028 0.105 -0.160
H 4.653744 0.508351 -0.014417 0.581 0.160 1.804
H 0.675596 5.236193 1.813128 -0.104 0.056 -0.063
H -0.960645 1.792103 5.084616 -0.423 0.002 -0.805
H 1.761343 -2.714246 -0.250584 0.227 -0.345 2.249
H -5.601743 1.458098 -1.104873 -0.018 -0.158 0.102
H 7.305068 -0.949478 0.588464 -0.598 0.861 0.644
H 4.155239 -4.068067 -6.680988 -0.075 -0.066 -0.146
H -11.091114 -0.294274 -0.740476 0.134 0.097 -0.093
H 2.626365 1.450274 -1.190874 -0.011 0.054 -0.257
```
Forces are in eV/Å.

=====

Computed, not measured: C34H56GeN6O8PTi as an isolated structure, with ωB97M-V/def2-TZVPD.

2S+1: 2
Frontier orbital gap (spin up / spin down) (eV): 6.38 / 6.33

Structure (XYZ):
```
107
Properties=species:S:1:pos:R:3:forces:R:3
Ge 0.585220 -3.138041 -0.742847 0.003 -0.180 -0.191
Ti -0.534934 -0.186103 -0.749913 0.796 -1.680 -0.289
P 0.386174 0.970255 2.915133 0.130 -0.004 -0.501
O -0.285516 -1.861612 -2.015458 0.300 -0.316 0.150
O -4.455069 -0.010369 -0.235161 -0.328 -0.025 0.136
O 0.300665 0.325084 1.575422 -0.276 -0.271 -0.171
O -5.349589 3.821950 -3.873543 0.274 -0.338 -0.086
O -0.557979 -2.352113 0.483628 0.018 -0.007 0.290
O -2.232507 -0.267410 -0.078920 -1.862 0.508 0.280
O 1.927201 -1.866715 -0.347037 0.405 0.115 0.123
O -4.464347 3.041939 -5.819433 0.070 -0.046 0.374
N 1.257815 2.378615 2.947406 0.220 0.293 0.126
N 1.154583 -0.074131 3.937563 0.224 -0.246 0.062
N -0.234988 1.907852 -0.464280 0.317 0.940 -0.294
N -1.072085 1.419305 3.517203 -0.285 -0.025 0.118
N 1.337305 0.302524 -1.834096 0.352 0.457 0.657
N -1.740845 0.786486 -2.322768 0.228 0.111 -0.091
C -0.141331 4.695252 -0.631287 0.232 0.271 -0.176
C 3.831987 -2.174417 -1.845206 -0.122 -0.054 -0.058
C -1.137807 2.656313 0.109313 -0.367 0.440 0.317
C -3.037415 0.823989 -1.991570 -0.154 -0.174 0.655
C -1.370699 1.518170 -3.378830 0.059 -0.150 -0.060
C -0.480320 -1.658761 -4.397075 0.080 0.013 -0.163
C -2.254935 0.624433 3.166658 0.020 0.109 0.064
C 2.580386 2.249734 -2.698161 0.419 0.444 -0.278
C 1.330881 0.275727 5.336739 0.106 0.003 0.022
C 3.551598 -3.632966 0.153298 0.019 -0.076 0.115
C 1.884066 4.481845 -2.074910 -0.208 0.089 0.185
C -3.356499 0.127646 -0.688038 0.650 0.028 -0.205
C 4.095161 -1.226440 0.443162 0.019 0.116 0.033
C -1.080488 -4.622410 1.274347 -0.021 -0.031 0.003
C 0.756371 2.530315 -1.163672 0.114 -0.106 -0.126
C 1.636080 1.696098 -1.903514 -0.352 -0.182 0.264
C 3.322655 -2.229125 -0.401747 -0.224 -0.051 -0.171
C -0.676367 -3.889956 -3.375791 0.014 -0.041 0.081
C -3.604778 2.293910 -3.799339 0.147 -0.684 0.781
C -0.983422 -2.405459 -3.172859 0.014 0.151 0.066
C 0.857018 3.924034 -1.266065 0.062 0.121 -0.078
C -1.255093 2.250350 4.704046 -0.062 -0.068 -0.110
C -1.298347 -3.119477 1.465498 -0.097 0.014 -0.412
C -1.135166 4.068633 0.043173 -0.316 -0.413 0.182
C -4.584842 3.134788 -4.581431 -0.636 0.679 -0.530
C -0.839611 -2.735483 2.855757 0.119 0.083 0.155
C 0.708568 3.715566 2.770325 0.073 -0.046 -0.132
C -2.260835 2.255331 -4.134849 0.281 0.060 -0.223
C 2.160551 -0.996044 3.421271 -0.150 -0.050 0.049
C -2.495006 -2.238283 -2.997212 -0.066 0.022 0.000
C 2.637842 2.274723 2.475533 -0.060 0.050 0.106
C -3.979052 1.537392 -2.674182 -0.428 0.526 -0.433
C -2.783478 -2.822499 1.301370 -0.129 -0.036 0.023
C 2.714896 3.667029 -2.771511 0.165 -0.432 -0.142
H 3.175940 -2.755793 -2.500783 0.036 0.041 0.034
H -2.758462 -2.317132 -1.940774 0.011 -0.041 -0.019
H 5.168927 -1.320130 0.263181 -0.034 0.004 0.002
H -0.321177 2.708474 5.020626 0.023 -0.024 -0.044
H 3.880281 -1.145616 -2.210163 -0.054 0.029 -0.016
H -1.440424 -3.254413 3.607947 0.030 0.031 -0.022
H 2.075866 1.068975 5.482222 -0.006 -0.015 0.001
H -0.929716 -1.662703 3.011174 0.041 -0.074 -0.008
H -1.920122 2.803624 -5.005021 -0.009 -0.035 0.036
H 0.582282 -1.869747 -4.559190 -0.056 0.014 0.011
H -3.018230 -1.782035 1.513344 0.005 -0.091 -0.004
H 3.156101 -4.405942 -0.506721 0.015 0.034 -0.006
H -2.070560 0.019058 2.282061 0.035 0.139 0.003
H -2.852620 -1.281673 -3.378065 0.034 -0.066 0.037
H 3.284913 2.950753 3.038190 -0.016 0.030 0.014
H -3.096176 1.290511 2.957135 0.015 0.010 0.003
H 2.112057 -1.936218 3.973309 -0.023 -0.027 0.044
H 1.965278 -1.203415 2.371382 -0.049 0.035 -0.012
H -0.618077 -0.586030 -4.289065 -0.008 -0.059 -0.007
H -0.317856 1.489891 -3.634009 -0.013 0.055 -0.026
H -1.079555 -4.512757 -2.574363 -0.004 0.036 -0.015
H -3.103592 -3.030046 0.277807 0.007 -0.003 0.038
H -0.116542 5.776727 -0.708529 0.019 -0.049 -0.028
H 4.622761 -3.808141 0.281811 -0.035 -0.011 0.000
H -0.028118 -4.900363 1.370619 -0.007 0.026 0.015
H 3.022603 1.264876 2.595507 -0.039 -0.004 0.013
H 3.789747 -0.205852 0.192003 0.043 -0.012 0.012
H -1.648860 1.655668 5.532942 0.001 -0.014 0.024
H 1.967598 5.558739 -2.154311 -0.021 -0.022 0.014
H 1.065093 4.386852 3.556523 0.029 -0.015 0.023
H 3.065866 -3.738170 1.127314 0.025 0.025 -0.013
H -3.363682 -3.456655 1.977303 0.017 0.019 -0.027
H 3.477040 4.094101 -3.409246 0.016 -0.050 -0.007
H -1.925173 2.137240 0.642595 -0.014 0.009 0.020
H -1.434256 -4.961409 0.297153 0.004 0.028 0.029
H 1.021094 4.128760 1.805964 -0.013 -0.011 0.056
H -2.540182 -0.035683 3.991000 0.001 -0.003 0.020
H 1.674202 -0.228084 -2.626469 -0.163 -0.058 -0.131
H 0.396775 -4.077946 -3.445091 -0.018 0.012 -0.008
H 2.704927 2.535664 1.412892 0.007 0.001 -0.016
H -1.141034 -4.207887 -4.311200 0.013 0.021 0.017
H -1.933522 4.622020 0.518863 0.004 -0.046 -0.009
H -1.973871 3.047495 4.495343 -0.021 -0.008 -0.011
H -1.029600 -1.977240 -5.286176 0.032 0.016 0.012
H -1.639751 -5.162214 2.041884 0.004 0.017 -0.029
H 3.176009 -0.596374 3.535063 -0.002 -0.012 0.012
H 0.394367 0.589555 5.790430 -0.037 0.032 -0.031
H -3.030848 -3.024431 -3.531100 0.005 0.031 -0.038
H 4.837957 -2.593091 -1.917363 -0.014 0.017 0.017
H 1.668063 -0.609895 5.874955 -0.003 -0.012 0.014
H 0.204854 -3.015712 2.993881 0.057 0.007 0.040
H -0.377261 3.703708 2.789192 0.008 -0.026 0.019
H 3.224257 1.610738 -3.291825 0.017 0.054 0.002
H -4.998546 1.549347 -2.310731 0.005 0.035 -0.063
H 3.912011 -1.390487 1.504200 0.019 0.024 -0.056
H 1.747300 -0.186963 -1.001794 0.293 0.045 -0.432
```
Forces are in eV/Å.

=====

- What is the formula in the fourth record?
  C28H46BrFN13O2P